1.
14 unconnected molecules or ions with the total composition C28H27Cl52NO6S in a non-equilibrium geometry. Source: the Open Molecules 2025 dataset; level of theory: wB97M-V/def2-TZVPD.

```
115
C28H27Cl52NO6S, DFT wB97M-V/def2-TZVPD
C -3.304 -0.278 0.237
O -2.449 -1.379 -0.232
C -1.480 -1.813 0.787
C -0.044 -2.190 0.032
C 1.080 -1.042 0.445
C 2.527 -1.271 -0.290
C 3.835 -0.830 0.595
C 3.616 0.477 1.560
C 2.939 1.778 0.827
C 1.629 2.203 1.777
C 1.037 3.704 1.402
C -0.464 3.639 0.700
C -0.509 4.387 -0.780
C -1.031 3.397 -1.984
O -0.234 2.155 -1.905
C 1.099 2.523 -2.481
N 2.349 2.914 -2.535
C -2.681 3.207 -2.057
O -3.105 2.833 -3.447
S -1.727 2.960 -4.499
O -1.286 1.463 -4.722
O -1.999 3.635 -5.897
O -0.736 3.846 -3.381
H -2.852 0.371 1.100
H -3.523 0.447 -0.666
H -4.352 -0.674 0.615
H -1.878 -2.748 1.412
H -1.220 -0.990 1.589
H 0.371 -3.244 0.326
H -0.280 -2.143 -1.126
H 1.144 -0.876 1.614
H 0.646 -0.018 0.011
H 2.554 -0.767 -1.347
H 2.633 -2.443 -0.486
H 4.708 -0.593 -0.183
H 4.223 -1.722 1.272
H 3.032 0.181 2.558
H 4.694 0.822 1.925
H 3.614 2.733 0.786
H 2.566 1.522 -0.277
H 1.921 2.114 2.931
H 0.720 1.459 1.634
H 0.879 4.262 2.445
H 1.807 4.350 0.801
H -1.226 4.252 1.384
H -0.905 2.535 0.658
H -1.260 5.305 -0.722
H 0.584 4.811 -0.958
H -3.206 2.597 -1.187
H -3.126 4.283 -1.937
C -3.817 -4.807 -1.917
Cl -4.747 -3.654 -0.927
Cl -2.233 -5.102 -1.155
Cl -4.712 -6.343 -2.039
Cl -3.575 -4.130 -3.547
C 5.902 4.922 0.358
Cl 6.252 3.397 1.210
Cl 6.035 4.664 -1.400
Cl 4.250 5.459 0.756
Cl 7.070 6.168 0.866
C 5.839 -4.939 1.239
Cl 6.090 -5.830 2.762
Cl 4.094 -4.823 0.900
Cl 6.525 -3.302 1.389
Cl 6.647 -5.802 -0.094
C 0.568 -3.478 -4.519
Cl -0.144 -1.845 -4.486
Cl -0.065 -4.374 -5.923
Cl 2.341 -3.351 -4.647
Cl 0.142 -4.343 -3.021
C -2.440 -1.822 -7.886
Cl -3.152 -0.190 -7.853
Cl -3.073 -2.718 -9.290
Cl -0.667 -1.695 -8.014
Cl -2.866 -2.687 -6.388
C -8.103 -2.609 1.478
Cl -6.443 -1.963 1.484
Cl -8.551 -3.113 3.127
Cl -9.230 -1.349 0.916
Cl -8.189 -4.013 0.384
C -6.436 2.379 1.344
Cl -7.211 3.425 2.560
Cl -6.411 3.214 -0.229
Cl -4.767 2.015 1.851
Cl -7.356 0.860 1.196
C -1.584 -5.636 3.722
Cl -0.746 -4.070 3.856
Cl -0.394 -6.958 3.824
Cl -2.763 -5.795 5.048
Cl -2.434 -5.722 2.158
C 1.593 6.541 4.546
Cl 0.432 7.737 3.916
Cl 2.462 5.784 3.188
Cl 2.760 7.355 5.618
Cl 0.717 5.289 5.463
C -1.950 -9.562 -0.816
Cl -0.740 -9.110 -2.044
Cl -3.540 -9.765 -1.595
Cl -1.468 -11.094 -0.043
Cl -2.052 -8.281 0.417
C -1.809 8.403 -2.403
Cl -0.149 9.050 -2.396
Cl -2.257 7.900 -0.753
Cl -2.936 9.664 -2.965
Cl -1.895 6.999 -3.496
C 9.981 8.740 1.770
Cl 10.331 7.215 2.622
Cl 10.115 8.482 0.012
Cl 8.330 9.277 2.168
Cl 11.150 9.985 2.278
C -0.010 -10.558 5.419
Cl 1.199 -10.106 4.192
Cl -1.600 -10.761 4.640
Cl 0.472 -12.089 6.192
Cl -0.112 -9.277 6.653
```

Computed properties:
- E_HOMO (eV) = -9.76
- gap between HOMO and LUMO (eV) = 9.17
- E_LUMO (eV) = -0.59



2.
A molecular structure, C23H29Br4CeN6O8Si in a non-equilibrium geometry. Source: the Open Molecules 2025 dataset; level of theory: wB97M-V/def2-TZVPD.

```
72
C23H29Br4CeN6O8Si, DFT wB97M-V/def2-TZVPD
Ce -0.613 -1.170 0.577
Br -0.753 0.935 7.516
C -0.116 0.339 5.835
C 1.223 0.443 5.501
Br 2.472 1.201 6.708
C 1.654 -0.016 4.242
Br 3.463 0.091 3.698
C 0.782 -0.569 3.305
O 1.154 -0.989 2.112
C -0.612 -0.662 3.647
O -1.435 -1.163 2.749
C -1.016 -0.217 4.904
Br -2.863 -0.394 5.279
N -0.058 -3.800 1.519
N -0.862 -4.732 0.785
C -1.963 -4.201 0.203
N -2.572 -4.904 -0.749
N -2.383 -3.039 0.768
N -3.187 -2.236 0.000
O -3.952 -2.628 -0.854
O -3.033 -1.022 0.270
H 0.903 -4.120 1.484
H -0.379 -3.798 2.483
H -0.303 -5.232 0.096
H -1.925 -5.432 -1.326
H -3.279 -4.377 -1.248
O 4.198 -3.070 -5.074
C 4.323 -1.989 -4.458
O 5.135 -1.055 -4.628
C 3.391 -1.831 -3.247
C 3.565 -0.813 -2.321
C 2.702 -0.705 -1.239
N 1.664 -1.526 -1.052
C 1.499 -2.506 -1.957
C 2.333 -2.710 -3.036
C 0.278 -3.357 -1.704
O 0.330 -4.593 -1.807
O -0.747 -2.692 -1.319
H 4.379 -0.114 -2.464
H 2.843 0.058 -0.483
H 2.182 -3.534 -3.719
C -2.555 2.406 0.524
Si -0.894 1.765 -0.149
C -1.137 2.010 -2.051
C 0.191 1.867 -2.797
C -2.055 0.865 -2.506
C -1.802 3.324 -2.470
C 0.352 3.036 0.570
C 0.205 4.466 0.053
C 1.793 2.569 0.334
C 0.125 3.043 2.089
H -2.721 3.474 0.329
H -2.617 2.244 1.605
H -3.387 1.848 0.078
H 0.720 0.947 -2.525
H 0.867 2.704 -2.595
H 0.028 1.837 -3.887
H -1.612 -0.120 -2.322
H -2.233 0.931 -3.593
H -3.028 0.885 -2.006
H -1.178 4.194 -2.265
H -2.758 3.478 -1.961
H -2.006 3.319 -3.555
H 0.531 4.555 -0.987
H 0.832 5.151 0.648
H -0.827 4.829 0.113
H 2.049 2.500 -0.727
H 1.959 1.584 0.788
H 2.506 3.266 0.806
H -0.843 3.476 2.357
H 0.907 3.641 2.583
H 0.167 2.037 2.524
```

Computed properties:
- E_HOMO (spin up / spin down) (eV) = -2.11 / -2.16
- spin multiplicity = 2
- gap between HOMO and LUMO (spin up / spin down) (eV) = 5.69 / 5.75
- charge = -2
- ⟨S²⟩ = 0.751
- E_LUMO (spin up / spin down) (eV) = 3.59 / 3.60



3.
11 unconnected molecules or ions with the total composition C21H47N5O32S6 in a non-equilibrium geometry. Source: the Open Molecules 2025 dataset; level of theory: wB97M-V/def2-TZVPD.

```
111
C21H47N5O32S6, DFT wB97M-V/def2-TZVPD
C -1.204 6.170 1.561
N -1.219 4.758 1.091
O -0.788 3.863 1.812
O -1.824 4.564 0.042
H -0.793 6.871 0.838
H -0.598 6.149 2.465
H -2.210 6.513 1.795
C -4.373 -1.482 0.038
N -5.261 -0.555 0.769
O -4.813 0.507 1.164
O -6.433 -0.894 0.820
H -3.622 -0.923 -0.520
H -4.943 -2.075 -0.672
H -3.834 -2.084 0.768
C -2.255 -1.165 3.937
N -3.716 -1.017 4.080
O -4.138 -0.228 4.888
O -4.421 -1.847 3.545
H -1.947 -0.705 3.001
H -1.936 -2.202 4.006
H -1.870 -0.707 4.846
O -1.175 1.620 -5.517
S -0.548 2.905 -5.776
O -0.455 3.369 -7.159
O -1.037 4.059 -4.786
C -0.363 4.002 -3.548
C 1.112 3.641 -3.915
O 0.958 2.827 -5.069
H -0.534 4.927 -3.000
H -0.768 3.244 -2.873
H 1.699 3.092 -3.180
H 1.596 4.600 -4.106
O -3.490 -5.707 -4.150
S -2.397 -5.279 -3.311
O -1.058 -5.713 -3.587
O -2.363 -3.613 -3.175
C -1.739 -3.285 -1.940
C -2.153 -4.346 -0.903
O -2.727 -5.407 -1.713
H -0.667 -3.281 -2.145
H -2.051 -2.284 -1.649
H -2.847 -3.959 -0.159
H -1.331 -4.738 -0.306
O 1.433 -3.725 2.652
S 2.572 -3.175 1.919
O 3.192 -1.935 2.365
O 3.696 -4.311 1.680
C 3.425 -5.054 0.502
C 2.531 -4.197 -0.399
O 2.173 -3.061 0.353
H 4.355 -5.310 0.000
H 2.927 -5.966 0.837
H 1.728 -4.710 -0.927
H 3.145 -3.762 -1.191
O 3.996 -0.902 -0.945
S 3.301 -0.009 -1.875
O 3.522 1.421 -1.792
O 3.477 -0.512 -3.444
C 2.370 -1.305 -3.817
C 1.106 -0.760 -3.058
O 1.709 -0.367 -1.790
H 2.225 -1.405 -4.892
H 2.592 -2.343 -3.557
H 0.419 -1.588 -2.907
H 0.606 0.067 -3.561
O 2.569 -1.692 5.588
S 1.666 -0.689 5.082
O 0.670 -1.119 4.077
O 0.795 0.112 6.233
C 0.868 1.538 6.177
C 1.691 1.834 4.910
O 2.490 0.668 4.684
H -0.119 1.975 6.034
H 1.328 1.847 7.114
H 2.312 2.722 5.018
H 1.057 2.029 4.044
O -4.301 2.651 -4.007
S -4.478 1.260 -3.738
O -3.833 0.645 -2.607
O -6.049 0.813 -3.704
C -6.296 -0.367 -4.430
C -4.956 -0.761 -5.163
O -4.234 0.445 -5.148
H -6.585 -1.169 -3.751
H -7.114 -0.167 -5.121
H -5.021 -1.081 -6.200
H -4.401 -1.494 -4.574
C 6.319 3.031 2.706
N 5.807 1.867 3.441
C 5.338 0.777 2.622
C 5.803 1.779 4.784
O 6.429 2.493 5.559
H 7.169 2.707 2.103
H 6.608 3.842 3.369
H 5.501 3.316 2.044
H 4.546 1.113 1.952
H 6.247 0.502 2.079
H 5.080 -0.152 3.127
H 5.282 0.866 5.112
C 1.096 1.092 0.993
N -0.117 0.389 0.640
C -0.994 1.099 -0.271
C -0.235 -0.914 0.968
O -1.159 -1.645 0.667
H 1.710 0.658 1.783
H 0.719 2.051 1.351
H 1.802 1.251 0.177
H -0.452 1.233 -1.212
H -1.898 0.613 -0.637
H -1.277 2.048 0.179
H 0.655 -1.291 1.488
```

Computed properties:
- E_HOMO (eV) = -9.24
- gap between HOMO and LUMO (eV) = 8.46
- SMILES = C[N+](=O)[O-].C[N+](=O)[O-].C[N+](=O)[O-].O=S1(=O)OCCO1.O=S1(=O)OCCO1.O=S1(=O)OCCO1.O=S1(=O)OCCO1.O=S1(=O)OCCO1.O=S1(=O)OCCO1.CN(C)C=O.CN(C)C=O
- E_LUMO (eV) = -0.78



4.
4 unconnected molecules or ions with the total composition C4H16O3 in a non-equilibrium geometry. Source: the Open Molecules 2025 dataset; level of theory: wB97M-V/def2-TZVPD.

```
23
C4H16O3, DFT wB97M-V/def2-TZVPD
C 0.899 -0.463 -1.459
C -0.305 0.013 -0.606
C 0.102 0.103 0.870
C -0.803 1.387 -1.082
H 0.403 -0.551 -2.443
H 1.505 0.425 -1.449
H 1.335 -1.385 -1.109
H -1.243 -0.591 -0.637
H -0.604 -0.254 1.631
H 0.313 1.135 1.190
H 1.025 -0.390 1.137
H -1.590 1.719 -0.389
H 0.042 2.088 -1.144
H -1.397 1.185 -2.008
H -2.261 -4.370 -0.476
H -0.963 -3.887 -0.477
O -1.856 -3.480 -0.346
H 1.468 -3.886 0.669
H 1.575 -4.750 -0.580
O 0.907 -4.295 -0.025
H 1.239 6.765 3.106
H -0.073 6.755 2.367
O 0.282 6.726 3.258
```

Computed properties:
- E_HOMO (spin up / spin down) (eV) = 0.77 / -7.07
- spin multiplicity = 2
- gap between HOMO and LUMO (spin up / spin down) (eV) = 1.64 / 9.41
- charge = -1
- ⟨S²⟩ = 0.750
- E_LUMO (spin up / spin down) (eV) = 2.41 / 2.34



5.
2 unconnected molecules or ions with the total composition C5H9NO in a non-equilibrium geometry. Source: the Open Molecules 2025 dataset; level of theory: wB97M-V/def2-TZVPD.

```
16
C5H9NO, DFT wB97M-V/def2-TZVPD
C -1.216 0.626 -0.974
C -1.345 -0.758 1.078
N -0.492 -0.137 0.054
C 0.750 0.792 0.694
O 0.648 1.977 0.567
H 1.094 0.270 1.592
H -0.492 0.949 -1.719
H -1.877 0.020 1.626
H -1.974 -0.008 -1.435
H -1.675 1.501 -0.518
H -0.721 -1.328 1.765
H -2.064 -1.432 0.610
C 2.023 -0.263 -0.521
C 3.104 -0.573 -0.988
H 4.039 -0.854 -1.406
H 0.198 -0.783 -0.427
```

Computed properties:
- E_HOMO (eV) = -9.11
- gap between HOMO and LUMO (eV) = 9.63
- E_LUMO (eV) = 0.53



6.
2 unconnected molecules or ions with the total composition C3H6N6O2. Source: the Open Molecules 2025 dataset; level of theory: wB97M-V/def2-TZVPD.

```
17
C3H6N6O2, DFT wB97M-V/def2-TZVPD
H -0.480 2.447 0.834
N -1.139 2.547 0.057
C -1.367 1.424 -0.494
N -0.801 0.190 -0.173
N -1.480 -0.931 -0.612
C -2.526 -1.437 0.106
O -2.994 -0.899 1.088
H -2.033 1.356 -1.358
H -0.488 0.114 0.785
H -0.995 -1.507 -1.292
H -2.909 -2.380 -0.315
C 3.392 -0.028 0.732
N 2.548 0.888 0.389
N 1.757 0.264 -0.550
N 2.112 -0.915 -0.742
O 3.205 -1.170 0.094
H 4.197 0.038 1.450
```

Computed properties:
- E_HOMO (eV) = -9.42
- gap between HOMO and LUMO (eV) = 9.68
- SMILES = [H]/N=C\NNC=O.c1nnno1
- E_LUMO (eV) = 0.26